{
  "formula": "C30H28ClN7O2",
  "method": "ωB97M-V with the def2-TZVPD basis set",
  "multiplicity": 1,
  "smiles": "O=C(NC1CCCC1)[C@@H](c1c[nH]c2ccccc12)N(C(=O)Cn1nnc(-c2ccc(Cl)cc2)n1)c1ccccc1",
  "homo_energy_ev": -7.9,
  "gap_ev": 8.2,
  "lumo_ev": 0.26,
  "elements": ["O", "C", "N", "H", "C", "C", "H", "H", "C", "H", "H", "C", "H", "H", "C", "H", "H", "H", "C", "C", "C", "N", "C", "C", "C", "C", "C", "C", "H", "H", "H", "H", "H", "H", "N", "C", "O", "C", "N", "N", "C", "N", "N", "C", "C", "C", "C", "C", "C", "H", "H", "Cl", "H", "H", "H", "H", "C", "C", "C", "C", "C", "C", "H", "H", "H", "H", "H", "H"],
  "xyz": [[-3.74265, 1.58094, -1.34520], [-2.96386, 0.65050, -1.30275], [-3.06513, -0.36477, -0.43068], [-2.39195, -1.11898, -0.41530], [-4.14172, -0.48269, 0.52998], [-3.59685, -0.49769, 1.97511], [-2.51000, -0.58086, 1.94855], [-3.85954, 0.40891, 2.51758], [-4.17703, -1.75422, 2.62559], [-5.15831, -1.54342, 3.05399], [-3.53098, -2.14181, 3.41103], [-4.32042, -2.71833, 1.45326], [-4.96987, -3.56344, 1.67576], [-3.33703, -3.09456, 1.16866], [-4.88111, -1.82124, 0.35344], [-4.73104, -2.22660, -0.64620], [-5.95055, -1.67278, 0.50503], [-4.79920, 0.37022, 0.34592], [-1.79493, 0.54235, -2.30171], [-1.20007, 1.86730, -2.65461], [-1.36574, 3.07770, -2.04794], [-0.56640, 4.00962, -2.64594], [0.14483, 3.41688, -3.64918], [1.08770, 3.93870, -4.52533], [1.65135, 3.07773, -5.44227], [1.28543, 1.72976, -5.49551], [0.35042, 1.20594, -4.63157], [-0.23014, 2.05359, -3.68861], [0.06311, 0.16589, -4.68819], [1.74713, 1.09261, -6.23566], [2.38792, 3.44973, -6.13892], [1.36600, 4.98174, -4.48925], [-0.53278, 4.98466, -2.40263], [-2.02259, 3.34475, -1.24469], [-0.72379, -0.34959, -1.84301], [-0.70092, -1.62178, -2.29538], [-1.45553, -2.04822, -3.14242], [0.29705, -2.57338, -1.60002], [0.34717, -2.31573, -0.19803], [1.45243, -2.09141, 0.46816], [1.00228, -1.79354, 1.68571], [-0.34451, -1.85719, 1.71958], [-0.72843, -2.18259, 0.53704], [1.82995, -1.40652, 2.80492], [3.20893, -1.28834, 2.64620], [3.99679, -0.89212, 3.70787], [3.40236, -0.61297, 4.93064], [2.02983, -0.72558, 5.10115], [1.24509, -1.12184, 4.03675], [0.17574, -1.21494, 4.14368], [1.58598, -0.50403, 6.05890], [4.38636, -0.11605, 6.25931], [5.06541, -0.79824, 3.59501], [3.64662, -1.50731, 1.68507], [-0.06429, -3.58962, -1.78712], [1.30640, -2.47177, -1.99996], [0.29476, 0.23880, -1.04780], [-0.02415, 0.86278, 0.15296], [0.97951, 1.41433, 0.92879], [2.29728, 1.36440, 0.50846], [2.60862, 0.78358, -0.70894], [1.61283, 0.22869, -1.49052], [1.85063, -0.20139, -2.45174], [3.63024, 0.76440, -1.05630], [3.07700, 1.78427, 1.12521], [0.72810, 1.87625, 1.87150], [-1.04991, 0.90509, 0.48343], [-2.21268, 0.07364, -3.20474]]
}